Entry 1:
DFT (wB97M-V/def2-TZVPD) results for an isolated ion of composition C19H32NO5 and charge +1.

XYZ file:
```
57
Properties=species:S:1:pos:R:3:mulliken_charge:R:1
C 2.37 1.28 2.98 -0.99
O 1.37 1.82 2.14 -0.42
C 1.47 1.61 0.80 0.55
C 2.39 0.77 0.19 -0.68
C 2.38 0.61 -1.19 -0.58
C 3.25 -0.46 -1.80 -1.26
O 2.82 -1.75 -1.37 -0.44
C 1.50 -2.08 -1.74 -0.49
C 0.93 -2.98 -0.61 0.40
O 1.38 -2.53 0.64 -0.69
C -0.62 -3.00 -0.58 -0.99
N -1.12 -2.21 0.57 0.32
C -2.40 -2.71 1.12 -0.45
C -2.68 -2.06 2.47 -0.73
C -2.69 -0.54 2.35 -0.92
C -1.39 -0.06 1.72 -0.59
C -1.14 -0.72 0.36 2.39
C -2.12 -0.26 -0.71 -1.58
C 1.48 1.32 -1.96 -0.18
C 0.54 2.16 -1.37 0.82
O -0.42 2.83 -2.08 -0.42
C -0.32 2.88 -3.48 -1.01
C 0.52 2.30 0.02 0.91
O -0.43 3.00 0.71 -0.44
C -0.72 4.33 0.31 -0.95
H 2.14 1.65 3.98 0.28
H 2.35 0.19 2.98 0.33
H 3.37 1.63 2.69 0.38
H 3.11 0.23 0.78 0.73
H 4.28 -0.39 -1.45 0.43
H 3.24 -0.41 -2.89 0.30
H 0.89 -1.17 -1.84 0.17
H 1.48 -2.63 -2.69 0.40
H 1.29 -4.00 -0.77 0.57
H 2.28 -2.19 0.48 0.44
H -1.03 -2.61 -1.51 0.26
H -0.97 -4.02 -0.46 0.49
H -0.39 -2.34 1.28 0.41
H -2.34 -3.79 1.23 0.41
H -3.20 -2.48 0.40 0.38
H -3.64 -2.42 2.84 0.41
H -1.91 -2.37 3.18 0.34
H -2.80 -0.09 3.33 0.44
H -3.55 -0.22 1.75 0.35
H -1.39 1.02 1.59 0.17
H -0.56 -0.30 2.39 0.49
H -0.12 -0.45 0.04 -2.27
H -1.91 -0.71 -1.68 0.32
H -2.01 0.82 -0.82 0.35
H -3.15 -0.45 -0.44 0.48
H 1.50 1.19 -3.03 0.46
H -0.50 1.91 -3.94 0.33
H 0.65 3.27 -3.80 0.39
H -1.10 3.57 -3.80 0.29
H -1.30 4.36 -0.61 0.27
H 0.20 4.90 0.17 0.31
H -1.29 4.76 1.13 0.30
```

Values from the calculation:
* Kohn-Sham gap: 8.993 eV
* SMILES string: COc1cc(COC[C@@H](O)C[N@@H+]2CCCC[C@@H]2C)cc(OC)c1OC
* HOMO level: -0.405 hartree
* largest force on an atom: 0.85 eV Å⁻¹
* net charge: +1



Entry 2:
DFT (wB97M-V/def2-TZVPD) results for C19H33Cl2N2NdO4 as an isolated structure at a distorted geometry.

XYZ file:
```
61
Properties=species:S:1:pos:R:3:mulliken_charge:R:1
O 2.37 1.31 -0.64 -0.72
C 1.74 1.81 -1.61 -0.05
C 1.31 3.21 -1.73 0.82
C 0.84 3.91 -0.64 -0.05
H 0.52 3.38 0.24 0.22
C 0.82 5.30 -0.71 -0.57
H 0.51 5.85 0.17 0.39
C 1.21 5.98 -1.86 -0.51
H 1.18 7.08 -1.88 0.36
C 1.62 5.24 -2.96 -0.59
H 1.91 5.76 -3.86 0.39
C 1.67 3.85 -2.91 -0.46
H 2.02 3.28 -3.77 0.38
H 1.96 1.37 -2.64 0.15
C 0.19 -0.50 -2.87 -1.31
C -0.23 0.68 -2.10 0.88
H -0.19 -0.22 -3.85 0.64
H -0.22 -1.49 -2.63 0.22
H 1.29 -0.55 -2.93 0.16
C -1.14 1.60 -2.43 -0.46
C -2.21 1.36 -3.45 -1.75
H -1.11 2.65 -2.08 0.44
H -2.05 2.08 -4.23 0.44
H -3.21 1.52 -3.09 0.32
H -2.19 0.37 -3.92 0.33
Nd -0.98 -0.23 -0.12 1.04
Cl -1.42 1.93 1.32 -0.61
Cl -3.15 -0.95 -1.12 -0.53
C -2.83 -1.20 2.12 0.29
O -1.68 -1.51 1.69 -0.57
N -3.63 -2.01 2.78 0.17
C -3.25 -3.36 3.23 -0.91
C -5.04 -1.68 2.94 -0.91
H -3.24 -0.18 1.95 0.27
H -2.20 -3.55 3.01 0.24
H -3.88 -4.10 2.73 0.34
H -3.43 -3.44 4.31 0.32
H -5.22 -0.68 2.52 0.29
H -5.31 -1.69 4.00 0.33
H -5.66 -2.42 2.41 0.31
H 1.85 -5.21 -0.44 0.30
H 4.33 -4.10 -0.07 0.34
C 1.79 -4.40 -1.20 -0.94
C 3.98 -3.31 -0.75 -0.92
N 2.53 -3.22 -0.73 0.22
H 0.74 -4.14 -1.38 0.28
C 1.92 -2.12 -0.34 0.41
O 0.66 -1.97 -0.42 -0.75
H 4.39 -2.35 -0.43 0.28
H 2.56 -1.32 0.08 0.25
H 2.27 -4.78 -2.11 0.33
H 4.33 -3.54 -1.76 0.32
C 1.72 0.24 4.53 -1.38
C 0.66 -0.24 3.56 -0.11
O 0.98 -0.08 2.18 -0.09
H 2.70 -0.21 4.36 0.31
H 1.42 -0.06 5.54 0.38
H 1.82 1.31 4.55 0.38
H 0.47 -1.30 3.68 0.26
H -0.28 0.29 3.73 0.21
H 1.46 0.75 2.04 0.16
```

Values from the calculation:
* Kohn-Sham gap (spin up / spin down): 6.804 / 6.840 eV
* HOMO level (spin up / spin down): -0.239 / -0.241 hartree
* largest force on an atom: 3.45 eV Å⁻¹
* spin multiplicity: 4



Entry 3:
DFT (wB97M-V/def2-TZVPD) results for C19H33Cl6CuO10 as an isolated structure at a distorted geometry.

XYZ file:
```
69
Properties=species:S:1:pos:R:3:mulliken_charge:R:1
Cu -1.73 -0.12 2.96 0.77
C 0.14 -0.16 0.13 0.67
O -0.33 0.51 1.32 -0.03
H 0.06 -1.24 0.07 -0.29
H -0.35 0.19 -0.78 -0.12
H 1.20 -0.07 -0.11 -0.01
C 1.93 -5.22 1.21 -1.14
C 0.51 -5.53 0.75 0.33
C -0.44 -4.28 0.88 -0.26
O -0.58 -4.03 -0.53 -0.27
C -0.03 -4.93 -1.34 0.69
O -0.06 -4.96 -2.59 -0.60
O 0.62 -5.79 -0.60 -0.34
H 2.28 -4.30 0.75 0.07
H 2.65 -6.01 1.01 0.37
H 1.94 -5.00 2.27 0.39
H 0.26 -6.45 1.27 0.27
H 0.14 -3.47 1.32 0.19
H -1.47 -4.39 1.21 0.29
C 3.16 2.27 1.43 -1.31
C 3.03 3.47 2.48 0.72
C 3.89 3.16 3.74 -0.41
O 4.45 4.48 4.04 -0.36
C 4.60 5.16 2.90 0.66
O 5.37 6.05 2.63 -0.53
O 3.69 4.64 2.02 -0.38
H 3.91 1.48 1.41 0.38
H 2.89 2.60 0.42 0.39
H 2.40 1.50 1.57 0.18
H 2.00 3.79 2.64 -0.06
H 4.65 2.43 3.42 0.29
H 3.30 2.79 4.58 0.36
C -4.04 -0.73 -0.44 -1.10
C -4.98 0.40 0.16 0.56
C -4.75 1.80 -0.26 0.18
O -6.00 2.25 -0.55 -0.34
C -6.92 1.31 -0.44 0.57
O -8.16 1.51 -0.67 -0.57
O -6.34 0.17 0.00 -0.37
H -4.16 -1.60 0.20 0.37
H -3.01 -0.38 -0.48 0.15
H -4.40 -0.96 -1.44 0.35
H -4.79 0.36 1.23 0.05
H -4.10 1.78 -1.13 0.09
H -4.32 2.39 0.55 0.06
Cl -0.08 5.94 1.62 -0.15
C -0.82 4.27 1.75 -0.39
C -1.09 3.88 0.30 -0.17
Cl -2.31 5.05 -0.43 -0.15
H -1.80 4.38 2.20 0.43
H -0.31 3.53 2.36 0.27
H -1.54 2.89 0.14 -0.24
H -0.23 3.84 -0.37 0.41
Cl 3.67 -1.36 0.30 -0.14
C 3.26 -2.22 -1.14 -0.23
C 3.41 -1.31 -2.41 -0.51
Cl 2.72 -2.23 -3.76 -0.14
H 2.21 -2.48 -1.04 -0.16
H 3.93 -3.07 -1.20 0.54
H 4.47 -1.19 -2.65 0.37
H 3.04 -0.32 -2.17 0.30
Cl -0.77 -0.25 -6.15 -0.17
C -0.28 -0.90 -4.59 -0.49
C -1.36 -0.95 -3.46 0.08
Cl -1.64 0.73 -3.02 -0.17
H 0.59 -0.34 -4.25 0.25
H 0.16 -1.89 -4.66 0.27
H -1.02 -1.67 -2.72 -0.13
H -2.33 -1.22 -3.88 0.40
```

Values from the calculation:
* Kohn-Sham gap (spin up / spin down): 5.842 / 5.072 eV
* HOMO level (spin up / spin down): -0.474 / -0.474 hartree
* largest force on an atom: 6.23 eV Å⁻¹
* net charge: +1
* spin multiplicity: 2



Entry 4:
DFT (wB97M-V/def2-TZVPD) results for C19H33ClN4O3PtS2 as an isolated structure at a distorted geometry.

XYZ file:
```
63
Properties=species:S:1:pos:R:3:mulliken_charge:R:1
Pt 0.81 -1.01 -0.23 1.66
C 3.72 1.82 -2.51 -0.77
N 3.86 1.96 -1.00 0.35
C 4.63 2.96 -0.33 -0.26
C 4.81 2.58 0.96 -0.57
N 4.21 1.29 1.06 0.09
C 3.63 0.95 -0.11 -0.09
S 3.00 -0.58 -0.44 -0.42
H 3.60 2.82 -2.94 0.33
H 2.84 1.20 -2.68 0.26
H 4.61 1.34 -2.94 0.31
H 4.98 3.84 -0.86 0.45
H 5.30 3.08 1.79 0.43
H 4.20 0.66 1.86 0.22
Cl -4.03 1.56 2.78 -0.13
C -3.30 1.44 1.23 0.20
C -3.97 1.82 0.07 -0.57
C -3.30 1.63 -1.16 -0.86
C -1.97 1.19 -1.21 -0.21
N -1.28 0.95 -0.04 1.03
C -1.98 0.94 1.13 -0.49
H -4.97 2.25 0.16 0.46
H -3.77 1.89 -2.10 0.56
H -1.48 1.07 -2.18 0.54
H -1.52 0.60 2.05 0.30
O -1.10 -2.12 -0.22 -0.75
S -1.53 -3.14 -1.37 0.27
C -1.33 -2.45 -3.09 -0.31
C -2.70 -2.05 -3.65 -0.79
C -3.78 -2.07 -2.55 -0.19
C -3.37 -2.96 -1.41 -0.78
H -0.80 -3.21 -3.66 0.55
H -0.65 -1.60 -3.01 0.05
H -3.01 -2.71 -4.48 0.32
H -2.64 -1.04 -4.07 0.32
H -4.71 -2.44 -3.00 0.39
H -3.95 -1.06 -2.14 -0.02
H -3.77 -3.97 -1.54 0.45
H -3.66 -2.59 -0.43 0.41
C -0.78 -2.03 4.49 -1.11
C 0.47 -1.75 3.67 0.85
C 1.29 -0.59 4.19 -1.05
O 0.81 -2.40 2.67 -0.51
H -0.70 -1.61 5.49 0.39
H -0.99 -3.11 4.54 0.35
H -1.66 -1.56 4.03 0.23
H 1.72 -0.89 5.15 0.49
H 0.67 0.30 4.37 0.36
H 2.09 -0.35 3.51 0.02
C 0.44 3.03 -1.28 -0.99
O 0.69 1.62 -1.17 -0.29
C 0.22 0.94 -0.04 -0.68
C 0.73 1.59 1.25 -0.25
H -0.49 3.37 -0.78 0.48
H 0.41 3.26 -2.35 0.28
H 1.29 3.57 -0.82 0.28
H 1.82 1.59 1.29 0.01
H 0.37 1.06 2.14 -0.22
H 0.37 2.62 1.27 0.44
N 1.36 -3.13 0.10 -0.76
H 1.66 -3.59 -0.75 0.23
H 0.51 -3.57 0.43 0.33
H 2.04 -3.20 0.84 0.35
```

Values from the calculation:
* Kohn-Sham gap (spin up / spin down): 6.558 / 4.540 eV
* HOMO level (spin up / spin down): -0.411 / -0.519 hartree
* largest force on an atom: 4.16 eV Å⁻¹
* net charge: +2
* spin multiplicity: 5
* energy above the lowest of the compared OMol25 structures with the same formula, charge and spin: 0.0 kcal/mol